19
Properties=species:S:1:pos:R:3 method="wB97M-V/def2-TZVPD" multiplicity=1 orbital_gap_ev=8.42 smiles="C=[NH+]C(=C)CCC" e_homo_ev=-14.5 total_charge=+1
C -0.509 -1.862 0.668
C 0.875 -1.264 0.415
C 1.003 -0.193 -0.717
C -0.255 0.622 -0.752
C -1.309 0.389 -1.512
C 0.510 2.271 0.906
N -0.399 1.535 0.358
H -0.984 -2.200 -0.257
H -1.180 -1.113 1.093
H -0.441 -2.708 1.346
H 1.591 -2.079 0.362
H 1.115 -0.676 1.310
H 1.186 -0.757 -1.628
H 1.836 0.474 -0.498
H -2.291 0.762 -1.235
H -1.268 -0.254 -2.376
H 0.395 3.350 0.932
H 1.473 1.813 1.100
H -1.348 1.891 0.483


19
Properties=species:S:1:pos:R:3 method="wB97M-V/def2-TZVPD" multiplicity=1 orbital_gap_ev=11.76 smiles="CC[N@H+](C)C1C=C1" e_homo_ev=-14.9 total_charge=+1
C 0.016 1.954 1.734
C 1.128 1.259 1.629
C 0.346 1.421 0.379
C 1.420 -1.517 -0.528
C -1.770 0.537 -0.208
C 0.107 -0.919 -0.853
N -0.433 0.066 0.150
H -0.560 2.629 2.352
H 1.886 0.737 2.069
H 0.604 1.861 -0.532
H 2.168 -0.688 -0.567
H 1.311 -1.986 0.382
H 1.736 -2.298 -1.106
H -1.855 1.055 -1.110
H -2.284 -0.472 -0.380
H -2.149 0.936 0.649
H -0.490 -1.805 -0.928
H 0.133 -0.419 -1.737
H -0.509 -0.257 1.139


19
Properties=species:S:1:pos:R:3 method="wB97M-V/def2-TZVPD" multiplicity=1 orbital_gap_ev=8.15 smiles="C=[NH+]/C=C/CCC" e_homo_ev=-13.8 total_charge=+1
C 1.433 2.653 1.488
C 1.088 1.215 1.312
C 0.703 0.547 -0.022
C -0.597 -0.147 -0.135
C -0.855 -1.164 -0.995
N -1.946 -2.010 -1.157
C -1.764 -3.183 -1.721
H 2.325 3.026 0.876
H 1.733 2.787 2.616
H 0.665 3.379 1.252
H 0.514 0.839 2.234
H 2.159 0.850 1.490
H 1.328 -0.237 -0.142
H 0.641 1.355 -0.759
H -1.415 0.352 0.415
H 0.110 -1.350 -1.640
H -2.838 -1.633 -0.811
H -0.747 -3.458 -2.224
H -2.539 -3.821 -2.078


20
Properties=species:S:1:pos:R:3 method="wB97M-V/def2-TZVPD" multiplicity=1 orbital_gap_ev=9.42 smiles="C=N/C=C/C[C@H](C)N" e_homo_ev=-8.4
C -2.165 -0.230 -1.373
C -1.224 0.928 -1.114
C -0.465 1.082 0.212
C 0.324 -0.099 0.708
C 1.546 0.024 1.211
N 2.416 -1.018 1.555
C 2.520 -1.925 2.415
N -0.264 1.018 -2.224
H -2.300 -0.541 -2.418
H -3.165 -0.039 -1.014
H -1.805 -1.140 -0.878
H -1.731 1.942 -1.093
H -1.203 1.268 1.005
H 0.232 1.948 0.279
H -0.219 -1.020 0.619
H 1.965 1.035 1.169
H 1.776 -2.133 3.188
H 3.560 -2.255 2.518
H -0.503 0.312 -2.896
H 0.704 0.842 -1.869


What E values result from the calculations? In sequence: -290.23687; -290.18467; -290.20534; -345.23934 hartree.